Entry from OMol25: 2 unconnected molecules or ions with the total composition C10H5N6O8 at a distorted geometry (ωB97M-V with the def2-TZVPD basis set).

Summary:
Total charge: -1
E, Eh: -1314.1699
Kohn-Sham gap, eV: 3.74
ΔE to the lowest compared entry with this formula, charge and spin, kJ/mol: 315.79
E_LUMO, eV: -0.70

Cartesian coordinates (Å):
C (-4.724, 0.203, 1.412)
C (-4.499, 1.648, 1.797)
C (-4.517, 2.389, 0.437)
O (-4.636, 3.609, 0.309)
N (-4.329, 1.467, -0.594)
C (-4.663, 0.194, -0.143)
O (-4.849, -0.802, -0.859)
H (-3.913, -0.432, 1.806)
H (-5.691, -0.138, 1.817)
H (-5.265, 1.987, 2.502)
H (-3.495, 1.766, 2.239)
O (5.035, -3.677, -0.804)
N (4.232, -2.868, -1.244)
C (3.304, -1.964, -0.735)
C (2.736, -1.258, -1.807)
N (3.195, -1.765, -2.988)
O (4.060, -2.757, -2.650)
C (1.931, -0.062, -1.555)
N (1.436, 0.797, -2.600)
O (0.964, 1.896, -2.203)
O (1.489, 0.491, -3.822)
C (1.754, 0.381, -0.232)
C (2.403, -0.309, 0.792)
N (2.895, 0.256, 1.982)
O (2.602, 1.255, 2.617)
O (4.021, -0.485, 2.347)
N (4.158, -1.608, 1.569)
C (3.194, -1.479, 0.601)
H (1.173, 1.262, 0.009)

Atomic partial charges in e from the Löwdin method, atoms 1 to 5: C -0.15; C -0.15; C -0.54; O -0.05; N 0.10